Entry 1:
The following is a DFT calculation (the ωB97M-V functional and the def2-TZVPD basis) of a structure of composition C21H32NSiTe4Tl at a distorted geometry.

The geometry in XYZ format:
```
60
Properties=species:S:1:pos:R:3:mulliken_charge:R:1
Tl -0.5155 0.0782 0.4980 0.4558
C -2.4713 1.7505 -3.1159 -2.5761
C -1.0948 1.1375 -3.0003 1.9362
C 0.0284 1.9539 -2.8334 0.7782
C -0.1087 3.4558 -2.9416 -2.5631
C 1.2799 1.3808 -2.5881 1.9814
C 2.4916 2.2453 -2.3472 -1.9575
C 1.4137 -0.0110 -2.5504 0.1059
C 2.7660 -0.6316 -2.2984 -2.2616
C 0.2951 -0.8256 -2.7539 1.7561
C 0.4224 -2.3272 -2.6387 -2.4844
C -0.9509 -0.2510 -3.0177 0.7023
C -2.1452 -1.1277 -3.3034 -2.4977
H -2.5234 2.6999 -2.5867 0.4954
H -3.2230 1.1020 -2.6692 0.4597
H -2.7653 1.9323 -4.1558 0.3634
H -0.2645 3.9217 -1.9634 0.3336
H -0.9462 3.7325 -3.5799 0.5539
H 0.7860 3.9004 -3.3748 0.4647
H 3.1202 1.8106 -1.5763 -0.1249
H 2.2268 3.2426 -2.0056 0.4935
H 3.0973 2.3494 -3.2550 0.4550
H 2.9366 -0.7653 -1.2247 0.1683
H 3.5685 -0.0018 -2.6796 0.5277
H 2.8587 -1.6034 -2.7805 0.5101
H 1.1809 -2.6008 -1.9077 0.4319
H 0.6983 -2.7930 -3.5911 0.3431
H -0.5100 -2.7787 -2.3055 0.4047
H -2.6611 -1.4165 -2.3813 0.3248
H -1.8508 -2.0433 -3.8144 0.5063
H -2.8681 -0.6205 -3.9404 0.5064
Te -0.7372 1.0782 3.5041 -0.4510
Te -0.8346 -1.6883 3.4787 -0.1047
Te -4.5458 -3.6091 4.8414 -0.7808
Te -3.3536 -1.2103 4.5704 -0.1617
C 0.9175 3.1465 0.9263 -0.5929
Si 1.9511 1.9462 1.9610 0.1879
C 3.7176 2.3832 1.2377 -1.4927
C 2.3566 2.7272 3.6539 -1.2914
N 1.8322 0.3503 1.3199 0.3366
C 2.3517 -0.7936 1.8205 -0.1939
C 2.1146 -2.0382 1.1754 0.3932
C 2.6473 -3.2263 1.6357 -0.7198
C 3.4322 -3.2669 2.7852 -0.5670
C 3.6725 -2.0674 3.4466 -0.7224
C 3.1594 -0.8685 2.9847 -0.0031
H 1.3848 4.1328 1.0132 0.3941
H -0.1359 3.2339 1.1967 0.4206
H 0.9879 2.8437 -0.1222 -0.2530
H 3.9456 3.4569 1.2481 0.3915
H 3.8486 2.0138 0.2202 0.2531
H 4.4796 1.8844 1.8497 0.3590
H 3.1023 3.5059 3.4755 0.3652
H 2.7875 1.9942 4.3396 0.3229
H 1.4857 3.1462 4.1590 0.3596
H 1.4996 -2.0437 0.2805 -0.1179
H 2.4285 -4.1440 1.0988 0.3297
H 3.8294 -4.2022 3.1586 0.3329
H 4.2592 -2.0651 4.3599 0.3413
H 3.3702 0.0421 3.5319 0.0712
```

Calculated values
Total charge: -2
Max |F| in eV Å⁻¹: 2.2
Spin multiplicity: 1


Entry 2:
The following is a DFT calculation (the ωB97M-V functional and the def2-TZVPD basis) of a structure of composition C36H32N9O7SSe2Ta at a distorted geometry.

The geometry in XYZ format:
```
88
Properties=species:S:1:pos:R:3:mulliken_charge:R:1
Ta 0.9472 -0.0532 0.4965 3.2081
Se 5.0098 2.9610 0.4984 -0.0205
Se 3.9461 1.2758 1.6879 0.2202
C 2.3467 2.2756 2.1088 -0.0617
C 2.4635 3.3703 2.9403 -0.9677
C 1.4462 4.3068 2.9835 -0.4522
C 0.3651 4.1396 2.1359 -0.9715
C 0.2725 2.9869 1.3907 -0.3307
N 1.2086 2.0096 1.4211 0.6339
C 3.9592 2.6573 -1.1055 0.5397
C 4.6746 2.5061 -2.3807 -0.6861
C 4.0947 1.7888 -3.3354 -1.2093
C 2.7768 1.1204 -3.0785 0.0809
C 1.9669 1.7020 -1.8757 -0.3329
N 2.7281 2.4699 -0.9148 -0.1340
H 3.3763 3.5042 3.5029 0.6153
H 1.5239 5.1741 3.6252 0.5030
H -0.4147 4.8830 2.0549 0.5408
H -0.5574 2.8544 0.7203 0.5331
H 5.6355 2.9863 -2.5065 0.4826
H 4.5642 1.6650 -4.3033 0.5212
H 2.1831 1.0555 -3.9932 0.5952
H 1.0153 2.1885 -2.1018 0.3782
S -6.0905 1.7036 -2.6317 0.1903
N -5.5174 1.9089 -1.1406 -0.6923
C -4.2958 1.4063 -1.1295 0.6864
C -3.4143 1.3357 0.0226 0.1922
C -3.8039 1.6467 1.3235 -1.0367
C -2.9138 1.4294 2.3568 -0.9836
C -1.6332 0.9767 2.0644 0.0715
N -1.2468 0.7210 0.8101 0.6857
C -2.1290 0.8435 -0.1896 -0.2455
C -1.7257 0.2732 -1.4623 -1.4008
N -0.5341 -0.3595 -1.4526 0.4842
C -0.2581 -1.1543 -2.4797 -0.3709
C -1.0962 -1.2956 -3.5842 -1.1049
C -2.2709 -0.5805 -3.6325 -1.0360
C -2.6127 0.2043 -2.5288 0.6922
C -3.9000 0.8632 -2.3778 1.0091
N -4.8305 0.9670 -3.3091 -0.7089
H -4.8046 2.0211 1.4980 0.5984
H -3.1887 1.6162 3.3848 0.5602
H -0.8931 0.8024 2.8421 -0.0886
H 0.6729 -1.6958 -2.4261 0.4705
H -0.8144 -1.9663 -4.3832 0.5950
H -2.9502 -0.6477 -4.4723 0.5853
N -0.0461 0.9454 5.2265 -0.6142
N 0.1101 -0.2193 4.3905 -0.3834
H 0.3054 0.7702 6.1649 0.2946
H -1.0396 1.1140 5.3354 0.1731
H -0.4094 -1.0170 4.7536 0.2586
H 1.0863 -0.4855 4.4134 0.2131
O 1.9724 -0.6983 2.2590 -0.3438
N 2.7217 -1.5946 1.6740 -0.0780
O 3.4277 -2.3238 2.2507 -0.5299
O 2.5974 -1.5143 0.4028 0.0700
O 0.2413 -2.8674 2.6531 -0.6128
C -0.5179 -2.3887 1.8618 -0.1547
O -0.0365 -1.6375 0.8045 -0.3896
C -1.9884 -2.4752 1.9000 -0.2185
C -2.6119 -2.9149 3.0584 -0.7223
C -4.0040 -2.9541 3.1591 -1.1207
C -4.7189 -2.5450 2.0587 1.2222
O -6.0605 -2.4894 1.9077 -0.4781
C -6.3091 -2.0779 0.5596 -0.3698
O -5.0357 -1.7820 -0.0393 -0.5578
C -4.0970 -2.1251 0.8888 1.0168
C -2.7392 -2.0894 0.7700 -0.6790
H -1.9981 -3.2310 3.8913 0.5984
H -4.5017 -3.2955 4.0553 0.4832
H -6.9243 -1.1792 0.5644 0.3050
H -6.7897 -2.8902 0.0145 0.2938
H -2.2584 -1.8244 -0.1585 0.6802
C 4.8832 -1.4108 -2.0827 -1.4727
C 3.4957 -1.4660 -2.7557 2.4449
C 3.6674 -1.4379 -4.2800 -1.9412
C 2.7976 -2.7873 -2.3954 -1.7878
C 2.7832 -0.2070 -2.3246 -0.8779
C 1.9673 0.2305 -1.3395 1.1409
H 5.4825 -2.2618 -2.4088 0.5122
H 4.7871 -1.4556 -0.9967 0.1779
H 5.4135 -0.4953 -2.3470 0.3722
H 4.1432 -2.3629 -4.6061 0.4617
H 4.2980 -0.6119 -4.6088 0.3969
H 2.7028 -1.3638 -4.7876 0.3474
H 3.5394 -3.5861 -2.3922 0.5314
H 2.0561 -3.0591 -3.1505 0.3836
H 2.3259 -2.7824 -1.4180 0.1154
```

Calculated values
Total charge: +2
Max |F| in eV Å⁻¹: 1.5
Spin multiplicity: 1


Entry 3:
The following is a DFT calculation (the ωB97M-V functional and the def2-TZVPD basis) of a cluster of 2 separate species, C5H9NO2 in total at a distorted geometry.

The geometry in XYZ format:
```
17
Properties=species:S:1:pos:R:3:mulliken_charge:R:1
C 2.1245 -0.7654 0.2078 -0.8477
C -0.8175 0.7552 -1.6498 -1.3932
C -0.2980 0.4784 0.8092 0.2864
C 0.0162 0.1867 -0.5351 1.2608
C -0.1713 1.1090 1.9349 -0.8298
O -1.0118 -1.2680 0.2272 -0.3531
O -2.4539 -1.3051 0.1412 -0.3845
N 1.2995 -0.0547 -0.7485 -0.5692
H -2.5680 -1.6489 -0.7588 0.3158
H 2.6534 -1.5602 -0.3273 0.2951
H 2.8841 -0.0957 0.6258 0.2890
H 1.5808 -1.2397 1.0305 0.3160
H -1.8664 0.8243 -1.3652 0.3783
H -0.7052 0.1141 -2.5253 0.3199
H -0.4483 1.7499 -1.9062 0.3484
H 0.6064 1.8559 2.0730 0.2804
H -0.8245 0.8644 2.7666 0.2873
```

Calculated values
Max |F| in eV Å⁻¹: 4.4
Spin multiplicity: 1


Entry 4:
The following is a DFT calculation (the ωB97M-V functional and the def2-TZVPD basis) of a structure of composition C20H18F6N4O6PPbS2Se2.

The geometry in XYZ format:
```
60
Properties=species:S:1:pos:R:3:mulliken_charge:R:1
Pb -0.4356 0.7952 -0.5657 1.7397
O 1.5316 -3.4822 -0.0026 -0.5406
C 0.8104 -2.5826 -0.3022 0.1295
O 1.2571 -1.2854 -0.4394 -0.4105
C -0.6343 -2.7090 -0.6594 0.6694
C -1.2290 -3.9556 -0.5836 -0.7219
C -2.5526 -4.0734 -0.9872 -0.4772
C -3.2124 -2.9507 -1.4532 -0.7366
C -2.5353 -1.7394 -1.4821 -0.6283
N -1.2723 -1.6182 -1.0914 0.4361
H -0.6571 -4.7991 -0.2244 0.5595
H -3.0536 -5.0300 -0.9397 0.5173
H -4.2411 -2.9972 -1.7793 0.5220
H -3.0268 -0.8407 -1.8302 0.5430
F -3.1123 4.9182 2.6535 -0.1817
C -3.1629 4.5617 1.3806 0.4295
F -4.4189 4.4898 0.9724 -0.1889
F -2.5016 5.4469 0.6418 -0.1874
S -2.3390 2.9237 1.1533 1.1775
O -2.4637 2.5892 -0.2570 -0.7315
O -0.9671 3.0682 1.5837 -0.6736
N -3.2143 2.0575 2.1176 -0.5297
S -3.0619 0.5011 2.1706 1.0540
O -3.2250 -0.0281 3.4752 -0.6238
O -1.9179 0.0243 1.3860 -0.6212
C -4.5384 -0.0870 1.2223 0.6723
F -4.4953 0.3757 -0.0357 -0.2194
F -5.6517 0.3301 1.7971 -0.2116
F -4.5389 -1.4234 1.1818 -0.2110
Se 3.0121 -1.0390 -0.9604 0.1065
P 2.3571 -0.7233 -3.1024 0.5385
Se 1.0592 0.9417 -3.2962 -0.4636
C 3.9733 -0.5168 -3.8597 0.7818
C 4.8877 -1.5752 -3.8194 -0.2581
C 6.1425 -1.4178 -4.3813 -0.7774
C 6.4817 -0.2144 -4.9874 -0.4511
C 5.5747 0.8328 -5.0280 -0.6889
C 4.3189 0.6889 -4.4613 -0.4609
C 1.5857 -2.2904 -3.5781 1.3113
C 2.0492 -3.5120 -3.0888 -0.3624
C 1.4467 -4.6929 -3.4896 -0.9611
C 0.3845 -4.6623 -4.3814 -0.5362
C -0.0820 -3.4492 -4.8678 -0.7245
C 0.5099 -2.2634 -4.4653 -0.7404
H 4.6235 -2.5190 -3.3638 0.2289
H 6.8525 -2.2325 -4.3515 0.4254
H 7.4603 -0.0955 -5.4324 0.4044
H 5.8453 1.7661 -5.5019 0.4100
H 3.6095 1.5050 -4.4827 0.2892
H 2.8542 -3.5488 -2.3671 0.3870
H 1.8063 -5.6353 -3.0998 0.4307
H -0.0828 -5.5860 -4.6950 0.4491
H -0.9099 -3.4246 -5.5630 0.4548
H 0.1354 -1.3182 -4.8347 0.4177
N 1.8131 2.1541 1.4189 -0.5540
N 1.0158 0.9649 1.5233 -0.3692
H 2.2701 2.3365 2.3069 0.2697
H 1.1626 2.9190 1.2783 0.3221
H 0.3815 0.9739 2.3207 0.2976
H 1.6513 0.1839 1.6266 0.2684
```

Calculated values
Total charge: +1
Max |F| in eV Å⁻¹: 0.4
Spin multiplicity: 1


Entry 5:
The following is a DFT calculation (the ωB97M-V functional and the def2-TZVPD basis) of the molecule C4H13N3S at a distorted geometry.

The geometry in XYZ format:
```
21
Properties=species:S:1:pos:R:3:mulliken_charge:R:1
N 2.6743 2.4718 1.1628 -0.5972
C 1.2466 2.0552 1.1690 -0.2437
N 0.9520 1.6631 -0.2153 -0.3493
C -0.4949 1.2961 -0.2661 -0.8023
C -0.9367 -0.1489 -0.8371 0.4806
N -2.3945 -0.1674 -0.8531 -0.5800
C -0.1669 -1.1920 0.0097 -1.0043
S -0.5214 -2.9989 -0.0971 -0.1974
H 3.1567 2.7217 2.1362 0.2222
H 3.1341 1.9104 0.5191 0.1946
H 1.1470 1.1685 1.8431 0.2404
H 0.6566 2.9330 1.6094 0.2733
H 1.2085 2.4082 -0.9248 0.2899
H -0.9294 1.6200 0.7020 0.3412
H -0.9086 2.0303 -1.0869 0.2509
H -0.4649 -0.2108 -1.8111 0.2237
H -2.7143 -1.0282 -0.4062 0.2234
H -2.9660 -0.0094 -1.7180 0.2199
H 0.8353 -1.0851 -0.2589 0.3948
H -0.4554 -0.9500 1.0698 0.2974
H 0.1310 -3.3612 -1.2328 0.1218
```

Calculated values
Max |F| in eV Å⁻¹: 4.3
SMILES: NCNC[C@H](N)CS
Spin multiplicity: 1


Entry 6:
The following is a DFT calculation (the ωB97M-V functional and the def2-TZVPD basis) of a structure of composition H14O13SV at a distorted geometry.

The geometry in XYZ format:
```
29
Properties=species:S:1:pos:R:3:mulliken_charge:R:1
O -0.9098 1.6938 0.0927 -0.7218
V -0.1686 0.4405 -0.5136 1.1564
O -1.1932 -0.7997 -0.4750 -0.5081
S 1.6237 -0.7125 2.2250 1.2058
O 1.7874 0.4245 3.1413 -0.7337
O 0.7994 -1.7919 2.7743 -0.6744
O 0.9341 -0.1396 0.9778 -0.3213
O 2.8942 -1.3001 1.7579 -0.7344
O 1.6615 1.5115 -0.9910 -0.3730
H 2.5616 1.2463 -0.7703 0.2969
H 1.6940 2.4524 -1.1885 0.2816
O -0.9304 4.4851 -0.6750 -0.5979
H -0.9771 5.1538 0.0136 0.2915
H -1.7996 4.0745 -0.6821 0.2970
O 1.2006 -1.4962 -1.7533 -0.4477
H 1.8354 -2.2054 -1.8945 0.2654
H 0.9087 -1.2433 -2.6344 0.2377
O -3.6431 -2.7749 0.4023 -0.6453
H -3.2619 -3.5815 0.0470 0.2957
H -2.9276 -2.3797 0.9162 0.3396
O -0.6543 0.9773 -2.6505 -0.3855
H -1.2517 1.7324 -2.6699 0.2628
H -0.5835 0.6789 -3.5598 0.2588
O -1.1693 1.2814 2.9575 -0.6515
H -1.1776 1.8697 2.1959 0.2719
H -0.2325 1.0349 3.0657 0.3423
O 1.1149 -3.6180 0.3303 -0.5816
H 0.5728 -2.8785 0.0212 0.3415
H 1.2920 -4.1356 -0.4609 0.2314
```

Calculated values
Total charge: -1
Max |F| in eV Å⁻¹: 4.9
Spin multiplicity: 1


Number 1: HOMO-LUMO gap 4.497 eV. Number 2: HOMO-LUMO gap 6.378 eV. Number 3: HOMO-LUMO gap 7.853 eV. Number 4: HOMO-LUMO gap 8.017 eV. Number 5: HOMO-LUMO gap 9.667 eV. Number 6: HOMO-LUMO gap 5.318 eV.